Here is a cluster of 12 separate species, C64H162N10O24 in total from the OMol25 dataset. Energies are from wB97M-V/def2-TZVPD.

Element x y z (Å)
C -25.068036 5.584881 1.827262
O -24.121707 6.358041 2.617502
C -24.380195 7.721873 2.694162
C -23.150955 8.585235 3.248461
N -21.829292 8.392645 2.607552
C -21.817493 8.969041 1.232791
C -20.756898 8.214803 0.362182
O -21.227797 6.931871 0.128929
C -20.421002 6.101902 -0.672216
H -25.388033 4.613377 2.203921
H -24.651153 5.453182 0.828789
H -26.037869 6.081810 1.851648
H -25.204689 7.955341 3.367811
H -24.664805 8.105801 1.714517
H -23.187812 8.296673 4.298929
H -23.492139 9.606473 3.078842
H -21.719387 7.388816 2.589153
H -21.452051 9.986667 1.370644
H -22.778443 8.842635 0.734083
H -19.876123 8.289903 0.999903
H -20.700838 8.711425 -0.606495
H -20.516673 6.383244 -1.720930
H -20.441106 5.015257 -0.589150
H -19.389624 6.212833 -0.337456
C -15.858343 3.854002 -5.161157
O -16.539581 3.542647 -3.963490
C -17.005225 2.166385 -3.769815
C -17.811314 1.930784 -2.569579
N -16.942416 1.642779 -1.414387
C -17.705926 1.313549 -0.225353
C -18.063478 2.579276 0.543349
O -16.990633 3.095684 1.352891
C -17.274314 4.256226 2.123419
H -16.526862 4.045422 -6.000526
H -15.224310 3.008493 -5.428018
H -15.218417 4.723777 -5.012499
H -16.060139 1.632031 -3.866640
H -17.501664 2.036646 -4.731490
H -18.368536 0.994702 -2.606376
H -18.458169 2.782798 -2.360451
H -16.348251 2.458437 -1.372334
H -17.103521 0.675276 0.421028
H -18.601389 0.740174 -0.465125
H -18.940772 2.341340 1.144874
H -18.111815 3.460461 -0.096395
H -16.389719 4.431910 2.735567
H -18.020510 4.129085 2.907712
H -17.387365 5.178039 1.552826
C -23.806672 5.505806 6.037671
O -23.006998 4.316581 5.755364
C -22.471962 4.387163 4.489511
C -21.891247 2.991759 4.232297
N -21.359148 2.434185 5.479222
C -19.940443 2.879227 5.892852
C -18.951155 2.047423 5.171655
O -17.601842 2.434833 5.444688
C -16.697617 1.475295 4.814927
H -24.681269 5.228601 6.626178
H -24.268781 5.988190 5.176348
H -23.278680 6.189577 6.702332
H -21.696663 5.152618 4.522344
H -23.184290 4.644070 3.705495
H -21.177331 3.181006 3.430671
H -22.722005 2.377471 3.885049
H -21.853796 2.963471 6.182980
H -19.912925 2.469108 6.902380
H -19.744104 3.936697 6.069768
H -19.012823 2.069589 4.083624
H -19.107447 1.024420 5.513892
H -15.674524 1.727305 5.093979
H -16.726168 1.535398 3.726951
H -16.996084 0.474981 5.128607
C -12.784918 12.035638 9.947254
O -12.871582 11.029317 10.858630
C -14.149757 10.433289 11.188777
C -14.854240 9.755130 10.030263
N -13.895207 8.806405 9.540855
C -14.128405 8.217830 8.258346
C -12.949011 7.401374 7.684906
O -11.881133 8.207521 7.164970
C -12.225263 8.895378 5.940410
H -11.787772 12.474287 9.909890
H -13.412393 12.860169 10.285677
H -13.166463 11.608520 9.019839
H -14.701514 11.210814 11.717083
H -13.935686 9.679170 11.946128
H -15.077567 10.447240 9.218350
H -15.736882 9.160975 10.266949
H -13.009433 9.289797 9.583794
H -14.426893 9.027577 7.592535
H -15.078973 7.685098 8.231462
H -13.407673 6.739440 6.950353
H -12.422382 6.729399 8.362554
H -11.317074 9.286540 5.481834
H -12.894437 9.718584 6.190673
H -12.661419 8.205618 5.217856
C -27.332783 18.970302 6.011437
O -26.473853 17.814943 6.064654
C -25.750215 17.803843 4.822574
C -24.782193 16.562631 4.677723
N -25.454530 15.356922 4.983896
C -24.526928 14.220495 5.231332
C -25.241632 12.886479 5.436228
O -25.938662 12.846075 6.708194
C -25.048931 11.947969 7.524700
H -26.775868 19.853409 5.698293
H -27.746610 19.138628 7.005680
H -28.307429 18.852519 5.537840
H -25.090218 18.651497 4.638233
H -26.463685 17.801891 3.998523
H -23.811024 16.705281 5.151639
H -24.501379 16.603964 3.625323
H -26.044902 15.358197 5.803384
H -24.023506 14.411516 6.179054
H -23.669903 14.076675 4.573361
H -24.647253 11.996036 5.231495
H -26.067368 12.939538 4.726685
H -24.994636 10.939552 7.114523
H -25.684358 11.875575 8.407366
H -24.099901 12.404521 7.805770
C -17.341527 12.762347 7.873940
O -16.117555 12.531704 7.093570
C -15.831432 13.494603 6.200904
C -14.504181 13.131568 5.374008
N -14.095274 14.216540 4.473522
C -12.597114 14.258275 4.209720
C -11.698720 14.241425 5.478921
O -12.085138 15.005368 6.662944
C -11.557773 14.485864 7.893681
H -18.198271 12.270453 7.413358
H -17.690311 13.764911 8.121552
H -17.311024 12.274328 8.848111
H -15.827588 14.417224 6.781305
H -16.654387 13.658162 5.505145
H -14.636898 12.135396 4.951968
H -13.768355 13.117451 6.178046
H -14.410431 15.032134 4.979054
H -12.171653 15.046593 3.588731
H -12.373145 13.501195 3.458202
H -10.695332 14.493960 5.136076
H -11.638976 13.164631 5.637174
H -12.437393 14.474397 8.537291
H -10.705739 14.984967 8.355236
H -11.088548 13.508976 7.776987
C -13.928894 5.448074 3.717558
O -13.879785 5.088981 5.094832
C -15.220362 5.088063 5.712399
C -15.302923 4.376242 7.094424
N -16.706149 4.319592 7.457703
C -16.910087 4.445477 8.958987
C -18.255586 4.624520 9.619569
O -18.002152 4.794907 11.064527
C -19.129062 5.285090 11.850455
H -14.051252 4.512383 3.172025
H -12.931999 5.815643 3.474241
H -14.668918 6.224544 3.523732
H -15.881658 4.432057 5.146319
H -15.692468 6.065617 5.810408
H -14.786267 5.104234 7.719878
H -14.701919 3.471503 7.185843
H -17.137227 3.492476 7.070207
H -16.223859 5.246566 9.233662
H -16.418681 3.561292 9.364994
H -18.972946 3.852001 9.342619
H -18.723903 5.539212 9.256069
H -20.049070 4.742545 11.632861
H -19.273289 6.350756 11.672540
H -18.827629 5.169002 12.891495
C -23.048707 -0.796902 13.874303
O -23.668196 0.423357 13.564733
C -24.576056 0.910243 14.582259
C -24.845450 2.435122 14.538261
N -25.702024 2.930058 13.396031
C -25.315501 2.511325 12.019363
C -24.312398 3.429785 11.375650
O -23.939834 2.795908 10.104621
C -23.024723 3.611649 9.426846
H -22.908249 -1.185072 12.865495
H -23.764252 -1.552637 14.198280
H -22.134400 -0.612062 14.438198
H -24.156383 0.684916 15.562679
H -25.429013 0.233805 14.636931
H -23.937458 3.009034 14.723419
H -25.357903 2.659497 15.473761
H -26.691790 2.742163 13.467896
H -26.229241 2.519301 11.425137
H -25.115032 1.441797 11.955958
H -23.403338 3.642023 11.938387
H -24.815987 4.373624 11.166708
H -22.355610 2.830426 9.066168
H -22.370180 4.180142 10.087523
H -23.506750 4.308543 8.741216
C -26.371142 8.291557 8.925422
O -26.915837 9.508428 9.140876
C -27.842846 9.734571 10.191712
C -28.399084 11.161698 9.988724
N -28.924628 11.434061 8.695144
C -29.244210 12.827975 8.611090
C -30.208009 13.360108 7.562463
O -30.098418 12.691737 6.345206
C -30.816904 13.238910 5.288560
H -25.819471 7.999653 9.819044
H -25.696892 8.442848 8.082445
H -27.093821 7.588482 8.511267
H -27.277795 9.729394 11.123794
H -28.523304 8.887293 10.106813
H -27.495048 11.754695 10.127173
H -29.088437 11.323887 10.817330
H -28.112796 11.269017 8.117400
H -28.333981 13.415977 8.728770
H -29.690520 13.168901 9.545265
H -29.950204 14.413196 7.449973
H -31.213316 13.334227 7.982922
H -30.631036 14.299342 5.118184
H -31.831392 12.880177 5.114756
H -30.399771 12.806711 4.379001
C -19.812704 12.115554 3.939663
O -19.734284 11.711415 5.303397
C -20.977360 11.406945 5.868974
C -20.637880 10.799003 7.245534
N -21.789105 10.128687 7.758214
C -21.466856 9.312223 9.028498
C -21.672922 10.190647 10.301226
O -23.098468 10.318804 10.490136
C -23.623070 10.942608 11.644691
H -20.325409 11.331971 3.381775
H -18.769338 12.022607 3.638255
H -19.994439 13.185689 3.840208
H -21.468259 10.572632 5.367924
H -21.653803 12.258356 5.943943
H -20.409244 11.698994 7.816358
H -19.864263 10.047487 7.087935
H -22.573259 10.757339 7.858171
H -20.488709 8.836129 9.096753
H -22.104897 8.430026 8.976342
H -21.153917 11.145078 10.212910
H -21.399573 9.552643 11.141662
H -22.931669 10.918238 12.486991
H -24.471408 10.366884 12.014774
H -24.098443 11.903687 11.448583
O -20.780745 7.298123 6.717675
C -20.116584 7.598280 5.478660
C -18.600913 7.369016 5.513255
O -18.228685 6.064766 5.600640
H -21.262306 8.068388 7.028149
H -20.755527 7.007241 4.822515
H -20.299508 8.627271 5.169110
H -18.243127 8.036898 6.296849
H -18.182923 7.659986 4.549555
H -18.032972 5.969746 6.535661
O -22.729323 12.561219 2.543814
C -23.803099 13.096225 1.607498
C -24.936164 12.071303 1.431151
O -24.549078 10.805971 0.875444
H -22.465234 11.747381 2.108467
H -24.234522 14.063410 1.865428
H -23.170212 13.208406 0.727167
H -25.790458 12.402762 0.840880
H -25.185452 11.939400 2.484033
H -24.251134 11.070542 0.002046

Cartesian forces (eV/Å) of the 3 atoms listed first:
C -0.084 1.087 0.322
O -0.152 -1.681 0.111
C 0.708 1.489 -0.589

The value obtained for the energy above the lowest of the compared OMol25 structures with the same formula, charge and spin is 228.4 kcal per mole. The LUMO energy is 0.39 eV. Its HOMO energy is -8.22 eV.

Löwdin atomic charge list, values in e, 6 entries: atom 1 (C): -0.061, atom 2 (O): -0.229, atom 3 (C): -0.234, atom 4 (C): -0.162, atom 5 (N): -0.035, atom 6 (C): -0.175